Record 1
{"formula": "C34H39N3O5", "method": "wB97M-V/def2-TZVPD", "elements": ["H", "H", "C", "H", "C", "H", "N", "C", "C", "H", "H", "C", "C", "C", "H", "H", "H", "H", "C", "C", "H", "O", "H", "C", "H", "C", "C", "C", "C", "H", "H", "H", "O", "N", "O", "H", "H", "C", "H", "C", "C", "C", "C", "H", "C", "C", "H", "C", "C", "N", "H", "C", "H", "H", "C", "H", "H", "H", "O", "H", "C", "H", "C", "H", "H", "C", "C", "H", "H", "H", "H", "O", "C", "C", "C", "C", "H", "H", "H", "H", "C"], "coordinates": [[-5.61733, -3.39502, 5.38095], [-0.18112, -4.23143, 2.69188], [-5.77166, -2.73177, 6.23597], [3.23821, 1.30407, 4.58110], [-2.97453, 0.64292, 3.60094], [-1.60409, 0.94958, 1.93664], [2.02993, -1.02407, 1.74620], [2.74243, -0.78378, 2.89747], [2.73268, -1.53121, 0.59228], [4.44821, 1.48088, 2.49900], [-3.00820, 0.62458, 4.69236], [-4.61358, -2.13114, 6.86936], [-1.69081, -2.14936, 1.94713], [-0.18774, -2.29338, 1.74259], [-4.02493, -0.81178, 8.48821], [1.29777, -3.79631, 6.57038], [-3.40518, 1.12310, 0.96268], [0.97274, -3.16538, 0.07465], [2.69802, 3.44971, 0.33498], [-0.56821, 0.40362, 3.72100], [-7.48879, -0.36617, 3.40026], [-8.69773, -0.57859, 9.25937], [1.42541, -3.47660, 2.64385], [-0.03153, -2.79985, 0.30822], [1.79330, -0.66128, 4.81315], [-5.45871, 0.48676, 0.78934], [2.40752, 2.10762, 2.77948], [-7.25592, -1.64239, 7.81908], [-7.04689, -2.49403, 6.70654], [0.13843, -1.33750, 8.01589], [1.54394, 1.85894, 4.74818], [2.10580, -2.92792, 7.87738], [3.92401, -1.06319, 3.07626], [0.51281, -0.21561, 3.20756], [-0.96774, -2.45557, 6.65565], [-5.39729, 0.11937, 4.65835], [3.73258, -1.08411, 0.56316], [1.81636, -0.08948, 3.86782], [-6.31951, -0.38082, 9.31065], [3.61855, 2.05573, 2.07942], [1.37370, -2.82772, 7.07288], [1.36016, 2.87892, 2.26820], [-6.60877, 0.06421, 1.46857], [2.85839, -2.62240, 0.64929], [-3.31153, -2.37319, 6.41517], [0.58071, -0.90974, 1.89478], [-2.11846, -1.39072, 1.27649], [1.48838, 3.51986, 1.03451], [-4.28355, 0.74965, 1.48878], [-8.56608, -1.32040, 8.25770], [0.64419, 4.08044, 0.62485], [2.25826, 1.35926, 4.08553], [-2.16821, -3.11422, 1.70585], [0.18384, -2.89646, 3.79827], [0.06314, -2.37274, 7.65861], [-7.52584, -0.14131, 0.91657], [-0.49488, 0.65363, 4.78299], [1.77613, -2.08997, 6.37116], [-9.54145, -1.78098, 7.62220], [-0.30193, -2.00648, -0.40474], [-4.21834, 0.55043, 2.89228], [2.19933, -1.26357, -0.32366], [3.76742, 2.71383, 0.86076], [-0.22249, -3.01175, 8.50680], [0.43345, 2.96485, 2.84088], [-5.41695, 0.19530, 3.57060], [-6.15384, -1.03692, 8.46003], [-1.95621, -1.91328, 2.98244], [4.71712, 2.64914, 0.32419], [0.19650, -0.23013, 1.10944], [-0.72120, -3.63970, 0.13252], [-2.11792, -1.33321, 8.22798], [0.35501, -3.27611, 2.78174], [-2.15077, -1.99002, 7.17791], [-4.88114, -1.26578, 7.99568], [-1.72259, 0.68588, 2.99351], [-5.48396, 0.62010, -0.29226], [-3.12943, -2.96912, 5.53410], [2.80874, 3.95884, -0.62063], [-7.92257, -2.93752, 6.23599], [-6.58538, -0.06651, 2.86598]], "forces_ev_per_angstrom": [[-0.06, 0.17, 0.26], [0.16, 0.22, 0.07], [0.33, 0.41, 0.37], [-0.34, 0.05, 0.04], [1.31, 0.43, -0.09], [-0.14, -0.83, 0.27], [0.30, 0.13, 0.96], [0.69, -0.81, -0.59], [0.22, -0.24, -0.31], [-0.24, 0.17, -0.16], [-0.04, -0.43, -0.13], [-1.06, 0.27, 0.23], [-0.42, 0.02, 0.21], [0.27, 0.32, 0.66], [-0.42, -0.12, -0.13], [-0.06, 0.12, 0.02], [-0.26, -0.22, 0.00], [-0.29, 0.12, 0.03], [-0.05, -0.25, 0.15], [1.72, -1.10, -0.32], [0.33, 0.10, -0.12], [0.03, -1.05, -1.42], [-0.18, 0.05, 0.05], [0.24, -0.18, -0.35], [0.06, 0.33, -0.27], [0.18, 0.18, 0.14], [0.09, 0.46, 0.00], [0.78, -0.02, -0.29], [-0.08, 0.36, 0.24], [-0.03, -0.35, 0.03], [0.18, -0.02, -0.01], [0.00, 0.01, -0.04], [-1.42, 0.63, -0.17], [-1.81, 1.00, 0.58], [0.71, 0.02, 0.28], [-0.03, -0.19, -0.20], [-0.26, -0.03, 0.12], [0.02, -0.87, 0.66], [-0.03, -0.16, -0.21], [0.01, -0.10, -0.04], [0.23, -0.08, -0.11], [0.02, -0.25, -0.18], [0.31, 0.04, 0.47], [0.02, 0.30, -0.11], [1.15, 0.38, 0.26], [0.10, 0.26, -1.06], [0.00, -0.15, 0.15], [0.18, 0.03, -0.02], [-0.25, -0.31, 0.23], [-1.39, 0.29, 0.50], [0.34, -0.11, 0.15], [0.28, 0.04, -0.12], [0.18, 0.37, 0.09], [0.05, -0.12, -0.13], [0.13, -0.03, -0.11], [0.26, 0.03, 0.14], [-0.01, -0.16, -0.15], [-0.04, -0.14, -0.05], [1.13, 0.60, 0.85], [0.10, -0.21, 0.07], [-1.08, 0.19, -0.65], [0.06, -0.07, 0.17], [-0.26, 0.11, 0.03], [0.05, 0.25, -0.18], [0.19, 0.02, -0.19], [0.65, 0.08, -0.01], [-0.11, -0.27, -0.39], [0.02, -0.03, -0.18], [-0.33, 0.08, 0.17], [0.07, -0.15, 0.25], [0.19, 0.29, 0.16], [0.18, -0.39, -0.73], [0.03, -0.19, -0.08], [-1.47, 0.42, 0.23], [0.01, -0.21, -0.15], [-1.43, 0.68, -0.06], [0.00, 0.00, 0.29], [-0.08, -0.24, -0.04], [-0.05, -0.09, 0.21], [0.24, 0.06, 0.08], [-0.08, 0.11, -0.35]], "lowdin_charge": [0.100, 0.102, -0.057, 0.140, 0.040, 0.116, -0.021, -0.414, -0.023, 0.120, 0.138, -0.237, -0.050, -0.514, 0.089, 0.079, 0.107, 0.066, -0.083, 0.003, 0.118, 0.007, 0.090, -0.052, 0.153, -0.068, -0.223, -0.201, -0.028, 0.117, 0.123, 0.079, 0.089, 0.064, -0.064, 0.122, 0.101, -0.157, 0.113, -0.038, -0.075, -0.048, -0.050, 0.096, -0.044, -0.147, 0.086, -0.078, -0.027, -0.355, 0.106, -0.066, 0.102, 0.085, -0.256, 0.112, 0.165, 0.045, 0.002, 0.096, -0.208, 0.099, -0.067, 0.131, 0.108, 0.009, -0.009, 0.082, 0.110, 0.163, 0.097, -0.006, -0.017, -0.524, -0.027, -0.087, 0.108, 0.081, 0.103, 0.108, -0.048], "charge": 0, "fmax_ev_per_a": 2.15, "e_tot_ev": -50594.107, "homo_ev": -5.811}

=====

Record 2
{"formula": "C7H14S2", "method": "wB97M-V/def2-TZVPD", "elements": ["C", "C", "H", "H", "C", "C", "H", "C", "S", "H", "H", "H", "H", "H", "H", "H", "C", "H", "H", "C", "H", "S", "H"], "coordinates": [[-0.27973, 2.69221, -0.59938], [0.57699, 0.26890, 0.38958], [2.05823, -1.92256, 0.18959], [-1.21735, 2.37520, -0.95793], [-0.40843, 2.85515, 0.87396], [-0.16638, -1.91795, 1.09985], [-1.37788, -1.89073, -1.20811], [0.14069, -1.13491, -0.08341], [-0.64950, 1.13562, 1.41428], [1.47755, 0.18062, 0.95054], [-0.88493, -0.37585, -1.91700], [0.56432, 3.14824, 1.44241], [0.45614, -2.72682, 1.21204], [-0.28674, -1.35334, 1.96398], [-1.92406, -0.43814, -0.56143], [1.85427, -1.41267, -1.49719], [-1.05271, -0.91594, -0.96956], [-1.13948, -2.43832, 0.98490], [0.05927, 3.57185, -1.20531], [1.35157, -1.88466, -0.65215], [-1.15563, 3.61750, 1.10279], [0.98672, 1.40903, -1.04646], [1.01705, -2.84241, -0.92603]], "forces_ev_per_angstrom": [[2.16, 0.69, -1.56], [0.33, 1.11, -1.21], [0.04, -0.30, -0.49], [-1.18, -0.37, -0.68], [2.98, 0.03, 1.15], [-3.78, -1.40, 0.34], [-0.66, -1.30, -0.74], [0.76, 2.71, -0.76], [-1.10, -0.28, 0.91], [0.79, -0.02, 0.53], [0.44, -0.33, 0.40], [-1.50, -0.01, -1.42], [1.84, -1.57, 0.81], [0.10, 0.82, 1.80], [-0.05, 0.32, 0.94], [-0.15, 0.07, -0.12], [-0.11, -0.30, -1.65], [0.12, 0.36, 0.00], [-0.38, -0.41, 0.79], [0.47, 2.04, -0.13], [-0.40, -0.70, 0.37], [-0.59, 0.29, 1.11], [-0.15, -1.45, -0.37]], "lowdin_charge": [-0.561, -0.763, 0.097, 0.045, -0.524, -0.089, 0.068, -0.697, 0.874, 0.056, 0.075, 0.102, 0.058, 0.045, 0.067, 0.080, -0.097, 0.114, 0.086, -0.041, 0.085, 0.845, 0.075], "smiles": "CC(C)(C)C1SCCS1", "charge": 0, "fmax_ev_per_a": 4.05, "e_tot_ev": -29155.625, "homo_ev": -8.556}

=====

| no. | HOMO-LUMO gap (eV) |
| --- | --- |
| 1 | 3.2 |
| 2 | 9.2 |